Record 1
120
Properties=species:S:1:pos:R:3:forces:R:3 method="wB97M-V/def2-TZVPD" homo_energy_ev=-10.21 total_energy_ha=-3991.5125 spin_multiplicity=1 total_charge=+1 e_lumo_ev=-3.91
C 1.43596 -3.70769 4.28364 0.4 -0.2 -0.3
C 2.87920 -3.11830 4.27288 -1.0 0.1 0.2
C 2.89505 -1.55674 4.17919 0.1 -1.4 -0.5
C 3.90183 -1.05225 3.10874 -0.9 0.2 0.9
N 3.27999 -0.32721 1.95632 1.3 0.1 -0.2
C 2.90590 -1.23603 0.85503 -1.1 0.3 -0.4
C 1.78040 -2.24056 1.18066 0.1 -0.3 0.0
C 0.82467 -2.49062 -0.00120 0.7 0.1 0.0
C -0.16781 -1.33958 -0.30931 0.5 -0.4 0.0
C -1.39213 -1.29084 0.58461 0.5 0.7 -0.1
C -1.52863 -0.32270 1.58220 0.6 0.0 -0.8
N -0.47515 0.61236 1.71563 0.2 -1.4 1.2
C 0.11979 0.63928 2.80179 -1.0 1.6 -0.4
S 0.59296 1.06960 4.20556 0.6 -0.3 0.0
C -2.68299 -0.25117 2.37461 0.9 0.6 0.4
C -2.82296 0.84773 3.40889 -0.8 0.5 0.0
Cl -2.97062 0.15751 5.07660 0.2 0.1 -0.2
C -4.00193 1.82673 3.08601 0.5 -0.1 -0.1
C -3.52394 3.29150 3.05350 -0.6 -0.4 0.1
C -3.64978 -1.18040 2.16560 -1.3 -0.1 1.0
C -4.92104 -1.18959 2.97578 -0.5 -0.4 -0.5
N -3.52096 -2.12542 1.20043 0.1 -0.9 0.6
P -4.80595 -3.30676 0.86894 -2.0 0.3 -1.9
N -5.62460 -2.75518 -0.34542 0.6 -0.4 -0.1
C -2.42586 -2.17696 0.40619 0.8 -1.1 -0.5
C -2.30880 -3.17234 -0.70791 -0.3 0.6 -0.1
B -2.81566 -2.43573 -2.05831 0.1 -0.3 -0.1
O -2.53855 -3.09396 -3.22202 -0.6 -0.4 0.5
O -3.43503 -1.20752 -2.00289 -0.4 -0.6 -0.2
C 4.34685 0.49906 1.39467 -0.3 0.4 -0.3
S 5.87936 -0.00881 1.19125 0.1 0.1 0.0
S 4.04148 2.14245 0.84965 -0.1 -0.5 0.0
C 2.24326 2.42099 0.79187 0.1 0.6 -0.3
C 1.81199 3.08304 -0.55047 0.5 -0.8 -0.2
C 0.64376 2.34961 -1.24332 -0.1 1.0 0.2
H 0.65900 -2.94655 4.41411 0.1 -0.1 0.2
H 1.31846 -4.47997 5.04501 -0.1 0.2 0.0
H 1.23494 -4.21333 3.33136 -0.1 0.1 0.1
H 3.37874 -3.56894 3.41054 0.3 0.1 0.3
H 3.36390 -3.45584 5.19186 0.3 0.1 -0.3
H 3.13778 -1.17758 5.17486 0.0 0.3 -0.2
H 1.86738 -1.27475 3.95705 0.3 0.3 -0.1
H 4.53494 -0.32126 3.61124 0.2 -0.2 -0.3
H 4.49148 -1.90707 2.76568 0.2 0.3 0.0
H 3.78773 -1.74811 0.44238 -0.1 -0.1 0.2
H 2.53480 -0.59240 0.03924 0.2 0.0 0.1
H 2.26246 -3.19939 1.40459 -0.2 0.1 0.1
H 1.18679 -1.98868 2.06641 0.2 0.2 -0.1
H 0.34047 -3.45752 0.16823 -0.1 0.2 0.0
H 1.46417 -2.62007 -0.88585 -0.3 0.0 0.0
H -0.44811 -1.43135 -1.36589 -0.2 0.1 0.2
H 0.40318 -0.40976 -0.25089 -0.3 0.0 0.1
H -1.93477 1.47043 3.45058 0.0 -0.3 -0.1
H -4.81243 1.71725 3.80892 0.1 -0.1 -0.1
H -4.37038 1.52706 2.09832 -0.2 0.2 0.2
H -4.38742 3.94757 3.19265 0.2 0.0 -0.1
H -2.84255 3.48016 3.88777 0.1 0.1 -0.2
H -3.07541 3.51620 2.08333 0.2 0.1 0.3
H -5.76916 -1.18218 2.27586 0.0 0.2 0.2
H -5.02278 -2.09485 3.58371 0.2 0.1 0.0
H -5.01912 -0.34832 3.64712 0.1 0.0 -0.2
H -4.28589 -4.59119 0.64096 0.5 0.3 0.7
H -5.68472 -3.42177 1.95094 1.0 0.1 0.6
H -5.62362 -3.41650 -1.11819 -0.2 0.2 -0.1
H -1.27185 -3.44404 -0.90121 -0.1 0.0 0.2
H -2.83485 -4.11068 -0.53678 0.0 0.1 -0.2
H -3.30317 -3.08019 -3.81286 0.4 0.4 -0.5
H -4.37589 -1.31196 -1.77929 0.1 0.3 0.3
H 1.75593 1.46382 0.94780 0.0 0.1 0.1
H 2.01245 3.14070 1.58247 -0.1 -0.5 0.2
H 2.65998 3.05238 -1.24522 -0.1 0.2 0.1
H 1.59112 4.13705 -0.37319 -0.1 -0.1 -0.1
H 0.98435 1.56490 -1.92333 0.0 -0.1 0.3
H 0.10488 3.09751 -1.83703 0.0 -0.3 -0.1
H -0.05906 1.97077 -0.49566 0.0 -0.2 -0.2
C 0.12767 5.75609 -6.37953 0.0 0.2 0.1
C -0.25287 4.91567 -5.17470 0.0 0.0 -0.2
O 0.03730 5.53187 -3.93108 0.1 -0.2 0.2
C -0.61701 6.76090 -3.67246 -0.1 0.1 0.0
C -2.13300 6.65845 -3.65586 0.0 -0.1 -0.1
H 1.17935 6.04140 -6.32681 0.0 -0.1 0.0
H -0.03943 5.19649 -7.30005 0.0 0.0 0.0
H -0.46003 6.67453 -6.43564 -0.1 -0.1 0.0
H 0.32734 3.99157 -5.19254 0.0 0.0 0.1
H -1.30798 4.62166 -5.21822 0.0 0.1 0.0
H -0.28698 7.52492 -4.38434 -0.1 0.0 0.0
H -0.27150 7.08308 -2.68922 0.1 -0.1 0.0
H -2.53184 6.38860 -4.63473 0.0 0.1 0.0
H -2.57318 7.61348 -3.36728 0.0 0.0 0.0
H -2.45539 5.89233 -2.94791 0.0 0.0 0.0
C 4.92248 4.48972 -4.59482 0.1 0.1 -0.1
C 4.18692 3.74958 -5.69917 0.1 0.0 0.1
O 3.78102 4.57810 -6.77229 -0.3 0.0 0.0
C 4.81417 5.24199 -7.47962 0.2 0.0 -0.1
C 5.81222 4.30245 -8.13458 0.0 -0.1 0.1
H 4.32289 5.32547 -4.23000 0.0 0.0 0.0
H 5.13316 3.81667 -3.76253 0.0 0.0 0.0
H 5.87310 4.89622 -4.94368 0.0 -0.1 0.0
H 3.26977 3.32335 -5.28830 -0.1 0.1 -0.1
H 4.78248 2.90799 -6.07035 0.1 0.0 0.0
H 5.32477 5.95723 -6.82521 0.0 0.0 0.0
H 4.31771 5.82876 -8.25305 -0.1 0.0 0.1
H 6.37381 3.72795 -7.39614 0.1 0.1 0.0
H 6.52751 4.86823 -8.73209 0.0 0.0 0.0
H 5.29693 3.59035 -8.78113 0.0 0.1 0.0
C -3.15424 -6.17994 2.98087 -0.1 0.0 0.1
C -1.63536 -6.19435 2.99624 0.0 0.0 -0.1
O -1.08254 -5.87079 4.25064 0.1 0.3 0.0
C -1.41812 -6.73460 5.32770 0.0 -0.2 0.1
C -0.97682 -8.17280 5.12091 0.0 0.0 -0.2
H -3.53168 -5.21604 3.33699 0.0 0.0 0.0
H -3.52539 -6.35555 1.96877 0.0 -0.1 0.0
H -3.57361 -6.95133 3.62664 0.0 0.0 -0.1
H -1.26418 -5.43693 2.29975 0.1 0.0 0.1
H -1.25079 -7.15635 2.64153 -0.1 0.0 0.0
H -2.49249 -6.68259 5.53663 0.0 0.0 0.0
H -0.91272 -6.32842 6.20406 0.0 0.1 -0.1
H -1.49589 -8.64141 4.28293 0.0 0.0 0.1
H -1.18392 -8.76283 6.01345 0.0 0.0 0.0
H 0.09254 -8.21620 4.90923 0.0 0.0 0.1

Record 2
129
Properties=species:S:1:pos:R:3:forces:R:3 method="wB97M-V/def2-TZVPD" homo_energy_ev=-10.42 total_energy_ha=-4980.8226 spin_multiplicity=1 total_charge=+1 e_lumo_ev=-3.91
C 5.42323 -0.00752 2.41577 -4.2 -1.6 -5.2
C 4.04274 0.33471 2.83177 -2.6 -4.2 4.4
O 3.29199 -0.45948 3.49777 3.3 4.8 -3.7
N 3.59053 1.80838 2.69872 1.1 -1.7 -1.1
H 4.20898 2.29274 1.98373 -1.1 -0.6 1.5
H 2.65011 1.72786 2.34369 -1.6 0.1 -1.9
C 3.35778 2.49906 3.93697 4.2 4.9 2.1
H 5.40473 -0.98279 1.76719 -0.3 1.9 0.8
H 5.96128 -0.29098 3.16199 3.1 -1.6 5.3
H 5.92154 0.74470 1.92449 1.1 1.7 -1.4
H 4.41161 3.11942 4.22205 -2.7 -1.9 -0.6
H 3.12441 1.91727 4.78421 -0.3 -1.3 0.4
H 2.65429 3.34664 3.90178 -0.1 -0.7 -0.7
C -1.64428 2.05849 -1.47019 5.4 5.9 2.9
C -0.30601 1.25945 -1.62710 -2.6 -0.8 -1.5
O -0.04250 0.96663 -2.77869 1.2 0.3 2.6
N 0.36766 0.60669 -0.40516 2.3 -0.8 -4.0
H 1.02888 -0.15325 -0.90746 -0.7 1.3 1.4
H 0.94148 1.20490 0.36003 0.5 1.3 -1.3
C -0.49695 0.02435 0.55938 1.9 2.6 4.2
H -1.56326 2.69328 -0.44394 -0.4 -1.7 -1.8
H -2.51752 1.56978 -1.46100 -3.0 -2.2 -0.2
H -1.62966 2.99117 -2.15566 -0.1 -2.1 0.4
H 0.18103 -0.54363 1.32068 -1.5 1.2 -1.1
H -1.13386 -0.57927 0.14234 -3.7 -3.7 -2.0
H -1.09156 0.90364 0.97314 0.7 -1.4 0.3
C 1.28021 4.98391 -0.94825 -6.6 -3.0 1.1
C 2.67094 4.84451 -0.74606 4.5 5.1 0.0
O 3.43553 5.84291 -0.82739 -2.2 -4.9 0.6
N 3.19464 3.46129 -0.35079 -1.2 3.9 -2.0
H 4.03498 3.52198 0.14576 1.7 0.8 0.7
H 2.48908 3.09789 0.22795 -2.4 -1.4 2.1
C 3.36979 2.63100 -1.50201 -2.4 1.4 -4.2
H 0.55411 4.42984 -0.07715 2.4 1.3 -1.9
H 0.77674 4.50089 -1.82964 1.3 -0.2 0.4
H 0.78629 5.93165 -1.03727 1.0 1.1 0.3
H 2.42440 2.17607 -1.95049 1.0 0.9 1.0
H 3.89542 1.90481 -1.09551 2.8 -4.1 0.7
H 3.86723 3.19319 -2.32149 -0.1 -0.5 0.7
I 3.16371 -1.50072 -1.03674 -0.3 0.5 0.3
O 1.40524 2.29431 1.14967 -2.5 0.4 2.2
H 0.51910 2.54499 1.64745 2.8 -0.6 -1.5
F -0.17734 -4.22895 -7.76308 0.7 -0.5 0.4
C 0.25551 -3.31030 -6.87819 -0.4 -0.5 1.7
C 1.11329 -3.58097 -5.77079 0.4 -2.3 -0.3
C 1.48585 -2.58030 -4.85827 -2.1 0.7 -3.6
C 1.03197 -1.29887 -5.15200 -1.2 0.3 -1.2
C 0.12575 -1.02188 -6.23076 0.8 -0.3 1.2
C -0.36652 -2.09857 -6.96599 -0.5 3.3 -1.8
H 1.50063 -4.64973 -5.59430 -0.7 1.7 -0.6
H 2.19309 -2.63561 -4.10963 1.2 -0.9 1.6
H 1.40402 -0.56624 -4.49380 0.2 1.3 0.4
H -0.20029 -0.02409 -6.62976 0.5 -0.8 1.2
H -1.09142 -1.66244 -7.75466 1.1 -2.0 0.9
C -2.47952 -2.54258 -2.90776 -2.4 2.6 7.4
C -1.18196 -2.79321 -2.13717 5.0 0.8 -7.0
C -1.29117 -3.58912 -1.01899 -1.5 -1.5 2.4
S -2.65266 -4.65315 -1.21146 -1.6 0.1 1.8
O -3.35797 -4.66325 0.05666 -0.1 0.1 -0.5
O -2.35899 -5.90379 -1.81573 0.9 -0.8 -0.5
C -3.47044 -3.66414 -2.40641 6.8 -1.1 -4.3
H -2.40407 -2.35801 -3.88548 0.4 0.0 -3.8
H -3.03150 -1.51464 -2.48596 1.7 -2.1 -0.9
H -0.47282 -1.86014 -2.03171 -1.4 -1.8 -0.2
H -0.49128 -3.65368 -2.66304 -1.3 2.9 -1.0
H -1.52770 -2.91234 -0.31954 -1.1 1.4 4.1
H -0.47309 -4.17214 -0.81310 2.1 -1.2 0.9
H -4.32263 -3.38039 -2.07248 -5.8 1.8 1.6
H -3.35533 -4.21965 -3.32751 -1.6 -1.1 0.1
C 0.56830 0.37859 5.58859 1.1 -3.2 -1.0
C -0.50303 -0.03848 6.69171 2.8 3.7 1.6
C -1.82383 -0.18231 6.13921 -0.2 3.3 -0.6
S -1.88194 1.32179 5.07601 2.4 -0.7 5.3
O -1.96360 2.40228 6.04412 -0.4 0.1 -1.3
O -2.74780 1.07978 4.02983 -2.9 0.5 -3.8
C -0.19075 1.22492 4.55447 1.1 -0.3 -2.3
H 0.85739 -0.57603 4.96074 -0.4 1.5 1.4
H 1.60993 0.74831 5.95002 -2.2 -0.2 -0.3
H -0.45397 0.81424 7.44090 -0.7 0.1 -1.2
H -0.27917 -0.65328 7.49147 1.2 -2.8 0.6
H -2.63099 -0.07863 6.81646 -0.7 0.2 0.8
H -1.98059 -0.99603 5.56163 -0.4 -2.7 -2.0
H 0.27280 2.12637 4.24661 0.2 2.1 1.4
H -0.10699 0.96383 3.43905 -0.7 -1.5 1.5
C -5.82470 -0.73406 1.02521 1.6 2.6 -0.4
C -5.41051 -2.12375 0.72377 -4.0 0.9 -5.2
C -5.16541 -2.67868 1.99158 1.1 -0.1 1.1
S -4.02222 -1.57275 2.73620 1.3 1.5 3.4
O -2.79499 -1.51532 1.93709 -0.9 -0.4 0.5
O -3.93093 -1.59803 4.22254 0.1 -1.0 -2.7
C -4.98918 -0.19333 2.34454 0.6 2.9 -4.4
H -6.86536 -0.79799 1.25015 -0.7 0.8 0.4
H -5.63518 -0.28860 0.00868 -0.5 1.0 1.5
H -4.74638 -2.11420 -0.15707 0.8 -0.7 1.3
H -6.42490 -2.44233 0.15063 2.2 -0.5 1.5
H -4.81673 -3.58633 1.87158 2.8 -4.8 -0.1
H -6.01398 -2.88722 2.54183 -2.0 0.6 1.6
H -4.36624 0.81927 2.22474 -0.7 -2.6 -0.4
H -5.63503 0.19513 3.05632 -1.4 -0.4 1.8
C -1.01571 4.61071 -4.63759 1.4 2.9 2.5
C -0.88673 6.15409 -4.96894 -1.2 -2.3 1.3
C 0.44641 6.44404 -4.57619 5.3 3.7 2.3
S 1.49624 5.08615 -5.01822 -1.4 0.0 0.3
O 2.27277 4.63085 -3.90360 1.2 -0.1 0.7
O 2.00002 5.47115 -6.28856 1.4 -0.2 -0.9
C 0.20891 3.91019 -5.26591 -2.5 4.0 -1.3
H -1.96157 4.40312 -5.01243 -1.6 -1.5 -0.3
H -1.00547 4.80166 -3.48086 -0.1 -1.7 -1.7
H -1.60233 6.64940 -4.37389 -0.9 0.8 0.7
H -1.12889 6.34383 -5.94226 -0.3 0.5 -2.8
H 0.64778 6.68853 -3.45808 -0.8 -0.8 -1.6
H 1.06981 7.30355 -5.04765 -1.6 -1.1 0.4
H 0.39411 2.97840 -4.90099 0.7 -2.7 0.4
H -0.00247 4.15214 -6.32663 0.3 -1.6 0.1
C 2.80478 -4.25918 2.06530 -1.8 0.9 -2.5
C 1.58511 -3.44149 2.64943 1.9 1.7 -5.2
C 1.14894 -4.12376 3.77129 -0.6 -0.1 3.8
S 1.54725 -5.86352 3.68217 -3.8 -1.2 1.3
O 0.26686 -6.56191 3.37656 2.6 1.1 0.2
O 2.25880 -6.22441 4.88304 0.3 0.0 -0.4
C 2.59831 -5.77864 2.28979 0.8 0.8 -0.5
H 3.53272 -3.98635 2.73228 2.7 0.9 0.9
H 2.95700 -3.94031 0.94555 0.2 -0.8 2.3
H 0.80397 -3.47729 1.96570 -1.5 -0.4 -2.0
H 1.68206 -2.31059 2.66781 0.8 -1.3 0.7
H 0.13203 -3.86928 3.92218 -1.3 -0.8 0.5
H 1.65928 -3.63350 4.56235 0.7 -0.5 1.6
H 2.05658 -6.17802 1.47020 -0.5 -0.7 -0.7
H 3.52186 -6.36930 2.47594 -0.6 0.6 -0.1

Max |F| values, unit eV/Å, following the record order: 2.760, 8.680.